(1)
The following is a quantum chemistry calculation of 2 unconnected molecules or ions with the total composition C3H7N3S in a non-equilibrium geometry, from the Open Molecules 2025 dataset.

Results
Orbital gap (spin up / spin down) in eV: 8.39 / 8.39
Maximum force in eV Å⁻¹: 7.792
Spin multiplicity: 1
Charge: 0

```
14
Properties=species:S:1:pos:R:3:forces:R:3
C -2.0457 -0.2821 -0.5496 -1.5 -0.1 -1.0
C -2.3372 -1.4406 -0.4708 0.5 0.6 0.8
C 0.4583 -0.0702 1.7115 -3.7 6.8 -0.6
N 1.2402 0.3953 -1.6852 -0.4 1.0 1.6
N 0.4643 0.0094 -0.7425 1.9 0.1 0.7
N 0.7534 0.6082 0.3933 1.1 -0.2 1.3
S 2.3959 1.6136 -1.6915 0.3 0.1 0.2
H -2.2340 0.6450 -0.9699 0.4 1.6 -0.2
H -2.2107 -2.3076 0.0523 -0.2 -2.3 0.5
H 0.9942 0.4278 2.5443 0.0 -0.2 -0.9
H -0.6786 0.2217 1.8641 2.2 -1.1 0.1
H 0.5927 -1.0415 1.7224 0.7 -4.8 -0.2
H 1.0035 0.0025 -2.5331 -0.6 -1.1 -2.1
H 1.6037 1.2186 0.3547 -0.6 -0.5 -0.2
```
Positions in Å, forces in eV/Å.


(2)
The following is a quantum chemistry calculation of a single C3H7N3S molecule in a non-equilibrium geometry, from the Open Molecules 2025 dataset.

Results
Orbital gap in eV: 9.02
Maximum force in eV Å⁻¹: 1.324
Spin multiplicity: 1
Charge: 0

```
14
Properties=species:S:1:pos:R:3:forces:R:3
C -0.9894 -1.0811 0.5905 -0.9 -0.3 0.0
C -0.8265 0.9451 -0.9103 -0.3 -0.9 -0.9
C 0.9796 1.2584 0.5851 0.4 -0.3 0.9
H -1.8374 -1.7902 0.7303 0.8 0.3 -0.2
H -0.0387 -1.6140 0.5589 -0.1 0.0 -0.3
H -0.9766 -0.4759 1.5001 -0.1 0.3 -0.3
H -2.0522 -0.6402 -1.2018 0.4 0.3 0.4
H -1.4245 1.3606 -1.7130 0.2 0.4 -0.3
H 0.8186 1.7901 1.5367 -0.1 0.1 -0.6
H 3.3008 -1.0135 -0.3969 0.8 -0.4 0.3
N -1.2813 -0.3013 -0.6317 -0.2 -0.6 1.1
N 0.1786 1.5827 -0.4861 -0.1 0.7 0.7
N 1.9724 0.4556 0.6289 -0.3 -0.1 -0.3
S 2.1765 -0.4761 -0.7906 -0.5 0.4 -0.4
```
Positions in Å, forces in eV/Å.


(3)
The following is a quantum chemistry calculation of a single C3H7N3S molecule in a non-equilibrium geometry, from the Open Molecules 2025 dataset.

Results
Orbital gap in eV: 8.82
Maximum force in eV Å⁻¹: 2.041
Spin multiplicity: 1
Charge: 0

```
14
Properties=species:S:1:pos:R:3:forces:R:3
C -2.3770 -0.5450 0.8150 -1.2 0.4 -0.7
C -0.6357 1.0220 0.1105 -0.6 -1.0 0.4
C 2.5802 1.3739 -0.9320 -1.3 -1.5 0.5
H -2.3639 -1.0713 1.7593 0.2 0.2 0.5
H -2.9488 0.4148 0.8938 0.6 -0.9 0.1
H -2.9929 -1.2168 0.1536 0.9 0.6 0.1
H 0.9997 -1.0146 -0.2466 0.1 0.0 0.0
H -1.4435 1.6999 0.3504 0.0 0.2 -0.1
H 3.4622 0.7616 -1.1523 -0.3 0.4 0.0
H 2.5408 2.4425 -1.0200 0.3 0.5 -0.1
N -1.0293 -0.2651 0.3367 -0.1 -0.1 -0.2
N 0.4541 1.5746 -0.2707 0.2 0.6 -0.2
N 1.5179 0.7463 -0.5505 1.5 0.3 -0.5
S -0.0786 -1.7195 0.1683 -0.2 0.3 0.0
```
Positions in Å, forces in eV/Å.


Energy above the lowest of the compared OMol25 structures with the same formula, charge and spin / kJ/mol: 593.4; 161.3; 291.8